The following is a quantum chemistry calculation of a molecular structure, C24H24MnN11O2S, from the OMol25 dataset.

The geometry in XYZ format:
```
63
Properties=species:S:1:pos:R:3:lowdin_charge:R:1
Mn -0.18 -1.13 -1.60 0.721
O -1.65 0.15 -5.01 0.234
C -0.98 -0.01 -4.05 -0.390
N -1.42 -0.66 -2.86 0.008
C -2.80 -0.95 -2.57 -0.364
O -3.71 -0.37 -3.06 0.237
C -2.88 -2.03 -1.55 -0.152
C -4.05 -2.69 -1.25 0.080
C -3.99 -3.76 -0.36 0.044
C -2.76 -4.12 0.18 0.021
C -1.64 -3.40 -0.16 -0.105
N -1.70 -2.35 -0.99 -0.008
C 0.44 0.43 -3.89 -0.181
C 1.10 1.14 -4.86 0.080
C 2.40 1.56 -4.60 0.044
C 2.97 1.26 -3.37 0.019
C 2.24 0.53 -2.45 -0.070
N 0.99 0.11 -2.71 -0.019
H -4.97 -2.38 -1.73 0.154
H -4.89 -4.31 -0.11 0.145
H -2.67 -4.97 0.85 0.138
H -0.67 -3.67 0.24 0.117
H 0.59 1.36 -5.79 0.154
H 2.96 2.13 -5.34 0.145
H 3.97 1.58 -3.12 0.137
H 2.67 0.29 -1.49 0.116
N 1.33 -1.77 -0.19 0.034
N 2.07 -2.91 -0.56 0.001
C 1.88 -3.47 -1.77 -0.705
N 2.63 -4.49 -2.12 0.185
S 0.66 -2.91 -2.84 0.925
H 1.97 -0.99 -0.04 0.126
H 0.88 -1.95 0.71 0.098
H 2.82 -3.21 0.06 0.188
H 3.36 -4.88 -1.53 0.156
H 2.49 -4.94 -3.02 0.144
C -0.84 -0.70 1.97 0.015
C -0.94 0.41 0.99 -0.280
N -0.67 0.37 -0.33 0.004
C -0.92 1.65 -0.83 -0.073
C -1.32 2.44 0.18 0.011
N -1.32 1.66 1.32 0.033
C -1.70 2.15 2.68 -0.032
N -0.63 2.08 3.60 -0.068
N -0.54 1.02 4.46 0.044
N 0.50 1.14 5.17 0.099
C 1.16 2.31 4.82 -0.215
C 2.31 2.89 5.36 0.013
C 2.70 4.09 4.82 -0.051
C 1.96 4.71 3.79 -0.053
C 0.82 4.15 3.25 -0.014
C 0.44 2.93 3.80 -0.170
H -0.97 -1.66 1.48 0.046
H -1.61 -0.62 2.73 0.098
H 0.10 -0.66 2.52 0.100
H -0.81 1.90 -1.87 0.117
H -1.60 3.48 0.21 0.148
H -2.52 1.53 3.05 0.151
H -2.04 3.17 2.54 0.152
H 2.85 2.41 6.16 0.127
H 3.57 4.60 5.21 0.118
H 2.30 5.67 3.41 0.118
H 0.25 4.66 2.48 0.107
```

Summary:
- HOMO-LUMO gap (spin up / spin down): 3.87 / 4.56 eV
- Multiplicity: 4
- Lowest unoccupied orbital energy (spin up / spin down): -11.54 / -10.85 eV
- Net charge: +3
- HOMO level (spin up / spin down): -0.5663 / -0.5664 Ha
- ΔE to the lowest compared entry with this formula, charge and spin: 0.802 eV